# 1
The following is a quantum chemistry calculation of 10 unconnected molecules or ions with the total composition C56H165N28O9P9 at a distorted geometry, from OMol25.

Last column: Mulliken charge in e.
CARTESIAN COORDINATES (ANGSTROEM)
C1 4.6109 -1.9605 3.1294  -0.637
N1 4.5954 -1.5394 4.5586  1.242
C2 3.2410 -0.9691 4.9757  -1.388
P1 5.9628 -1.1896 5.4280  0.262
O1 6.2896 0.2317 5.5521  -0.942
N2 5.5497 -1.8664 6.9116  0.247
C3 6.3023 -1.2956 8.0788  -0.991
C4 5.1897 -3.2530 6.9592  -0.511
N3 7.2529 -1.9721 4.7347  0.455
C5 7.2237 -3.4487 4.4721  -0.927
C6 8.6520 -1.4811 4.7610  -1.075
H1 5.6127 -1.6571 2.7527  0.506
H2 3.8092 -1.5008 2.5641  -0.021
H3 4.5736 -3.0461 3.0860  -0.256
H4 2.5940 -1.7087 5.4357  0.240
H5 2.7085 -0.6179 4.0739  0.331
H6 3.4135 -0.1445 5.6430  0.504
H7 7.3080 -1.7210 8.0889  0.272
H8 6.4724 -0.2226 7.8478  0.245
H9 5.6836 -1.4725 8.9189  0.397
H10 4.5003 -3.3842 7.8520  0.336
H11 4.6089 -3.4357 6.0490  -0.059
H12 6.0105 -3.9969 7.0514  0.217
H13 7.6881 -3.6878 3.5095  0.331
H14 7.7047 -4.0382 5.2413  0.356
H15 6.2152 -3.7569 4.4214  0.056
H16 9.1730 -1.5828 3.7816  0.287
H17 9.2392 -2.0414 5.4851  0.325
H18 8.6012 -0.4324 5.1060  0.305
C7 3.0480 6.1371 -3.3265  -0.877
N4 2.7044 5.0594 -4.2648  0.266
C8 3.3803 5.3629 -5.4932  -1.379
P2 2.3155 3.5517 -3.6955  0.185
O2 1.4968 3.7397 -2.4683  -0.456
N5 1.6694 2.6647 -4.9719  0.303
C9 0.6742 3.3231 -5.7879  -0.917
C10 1.4459 1.2769 -4.7811  -0.324
N6 3.7069 2.6732 -3.3112  0.226
C11 4.6316 2.2134 -4.3070  -1.196
C12 3.9847 2.2017 -1.9870  -0.713
H19 2.9393 6.9978 -3.9286  0.501
H20 4.1076 6.1544 -3.0417  0.286
H21 2.3696 6.2086 -2.4647  -0.014
H22 3.2567 4.5811 -6.2076  0.494
H23 4.4613 5.4140 -5.5017  0.238
H24 2.9036 6.3189 -5.7981  0.467
H25 0.9783 4.3737 -6.0491  0.333
H26 0.4844 2.8175 -6.7471  0.364
H27 -0.3281 3.3618 -5.2789  0.204
H28 1.3845 0.7428 -5.6947  0.593
H29 2.2420 0.7564 -4.2090  0.072
H30 0.5079 1.1359 -4.2383  -0.045
H31 5.6688 2.5265 -4.0086  0.364
H32 4.6578 1.1159 -4.4565  0.352
H33 4.4311 2.6010 -5.2609  0.405
H34 3.4296 1.3016 -1.6816  0.221
H35 3.7672 3.0167 -1.3267  -0.091
H36 5.0333 1.9122 -1.9492  0.579
C13 5.0838 3.9563 5.2367  -0.798
N7 3.7517 3.6973 4.7407  0.506
C14 2.8432 3.5072 5.8551  -0.823
P3 3.4288 3.3684 3.1353  -1.172
O3 2.3721 2.3507 3.0417  0.162
N8 3.0274 4.8347 2.4930  0.887
C15 2.1390 4.9184 1.3941  -0.769
C16 3.9021 5.9923 2.7214  -1.240
N9 4.9051 2.9007 2.4260  0.705
C17 5.2929 1.4759 2.6494  -0.994
C18 5.3022 3.3130 1.0866  -0.717
H37 5.5980 2.9643 5.3427  0.030
H38 5.0309 4.4664 6.1565  0.539
H39 5.6254 4.5166 4.4785  0.246
H40 3.2281 2.8991 6.6767  0.393
H41 2.0106 2.9082 5.4727  0.025
H42 2.5251 4.4794 6.2455  0.234
H43 1.3988 4.1087 1.2994  -0.417
H44 1.6322 5.9065 1.4461  0.683
H45 2.6438 4.8809 0.3704  0.066
H46 4.9112 5.7368 3.0338  0.360
H47 4.0163 6.5497 1.8214  0.440
H48 3.4895 6.6471 3.4902  0.271
H49 5.0619 0.8586 1.7325  0.300
H50 6.3306 1.3092 2.8703  0.535
H51 4.7437 1.1294 3.5382  -0.074
H52 5.3153 2.4686 0.3123  0.011
H53 6.3445 3.6827 1.1030  0.342
H54 4.6293 4.0787 0.6397  0.239
C19 0.3588 -6.1061 2.6465  -1.308
N10 1.2267 -4.9603 2.4440  0.869
C20 0.9913 -3.7768 3.2185  -0.888
P4 2.4461 -5.2109 1.3594  0.154
O4 3.1727 -3.9139 1.0529  -0.942
N11 3.3538 -6.4407 1.9347  0.257
C21 4.0893 -6.0382 3.0879  -0.909
C22 3.1089 -7.8610 1.9292  -1.091
N12 1.7628 -5.8437 0.0454  0.935
C23 0.4313 -5.3335 -0.3306  -0.732
C24 2.6820 -6.5385 -0.8532  -1.284
H55 -0.6829 -5.8081 2.5613  0.473
H56 0.5382 -6.6711 3.5755  0.252
H57 0.6229 -6.8550 1.8568  0.388
H58 1.7641 -3.4164 3.8717  -0.064
H59 0.1039 -3.8835 3.8550  0.431
H60 0.7617 -2.9213 2.5130  0.160
H61 4.0128 -6.7556 3.8656  0.427
H62 5.1296 -5.9908 2.9457  0.466
H63 3.7363 -5.0568 3.3295  -0.120
H64 2.6335 -8.2269 1.0338  0.299
H65 4.0157 -8.4200 1.9729  0.415
H66 2.4838 -8.1432 2.7689  0.374
H67 0.0294 -5.9791 -1.0740  0.002
H68 -0.2449 -5.4620 0.5187  0.052
H69 0.3885 -4.3547 -0.8173  0.330
H70 2.2827 -7.5236 -1.0493  0.329
H71 3.6776 -6.6177 -0.4644  0.499
H72 2.8213 -6.0237 -1.8243  0.216
C25 -1.5519 5.2844 -0.1429  -0.542
N13 -1.9784 6.4324 -0.9651  0.413
C26 -1.7622 6.1950 -2.4143  -1.053
P5 -2.4170 7.9847 -0.5093  0.189
O5 -3.7000 8.4743 -1.1058  -0.864
N14 -2.5750 7.9702 1.1835  0.306
C27 -1.5298 7.9245 2.1481  -0.587
C28 -3.8985 7.5400 1.7521  -1.055
N15 -1.1247 8.9614 -0.9263  0.491
C29 0.2391 8.4921 -1.0756  -0.830
C30 -1.2288 10.4315 -1.0869  -1.025
H73 -2.4168 4.7383 0.1850  0.500
H74 -0.9446 5.5202 0.7132  0.011
H75 -1.0507 4.5995 -0.8385  -0.089
H76 -2.1284 6.9401 -3.0669  0.409
H77 -2.2879 5.2552 -2.6255  0.444
H78 -0.6876 5.8713 -2.5935  0.218
H79 -1.8192 8.5111 3.0370  0.390
H80 -1.4015 6.8863 2.5303  0.030
H81 -0.5521 8.2921 1.7906  0.135
H82 -4.2347 8.2657 2.4947  0.357
H83 -4.5822 7.5468 0.9140  0.370
H84 -3.7828 6.5200 2.0824  0.223
H85 0.3321 7.4234 -0.7899  -0.072
H86 0.6724 8.8065 -2.0714  0.352
H87 0.9091 8.9498 -0.3226  0.372
H88 -2.3048 10.7204 -1.1099  0.287
H89 -0.6615 10.7422 -1.9782  0.319
H90 -0.7679 10.9245 -0.2036  0.308
C31 -2.8721 -4.6084 -1.3730  -0.256
N16 -3.4355 -5.6471 -2.2165  0.831
C32 -4.8447 -6.0372 -2.0313  -1.094
P6 -2.4260 -6.2299 -3.4152  0.710
O6 -1.3737 -5.2906 -3.8037  -1.039
N17 -1.8049 -7.6761 -2.9821  0.374
C33 -0.6802 -8.1572 -3.7876  -1.093
C34 -2.5711 -8.6880 -2.2561  -1.126
N18 -3.5566 -6.5504 -4.5853  0.241
C35 -3.9715 -5.2802 -5.3293  -0.975
C36 -3.2769 -7.6362 -5.5393  -1.086
H91 -1.9298 -4.2136 -1.7462  -0.776
H92 -2.6571 -4.8414 -0.2875  0.046
H93 -3.5971 -3.8038 -1.3020  0.305
H94 -4.9506 -6.9838 -2.4800  0.383
H95 -5.5361 -5.2585 -2.3520  0.128
H96 -5.0882 -6.2334 -0.9909  0.402
H97 -0.8969 -8.5343 -4.7746  0.304
H98 0.0149 -7.3036 -3.9001  0.244
H99 -0.0782 -8.8299 -3.2290  0.492
H100 -3.3606 -9.1450 -2.9067  0.281
H101 -1.8691 -9.4581 -2.1257  0.471
H102 -2.9803 -8.2919 -1.3402  0.222
H103 -3.0515 -4.7771 -5.7119  -0.050
H104 -4.7066 -5.4889 -6.1408  0.452
H105 -4.4349 -4.7403 -4.5264  0.107
H106 -4.1784 -7.9586 -6.0838  0.304
H107 -3.0139 -8.5103 -4.9572  0.363
H108 -2.5125 -7.4579 -6.2834  0.378
C37 -3.6612 2.2176 6.9031  -1.143
N19 -4.0693 2.0271 5.5209  0.396
C38 -5.3632 1.3717 5.5053  -1.098
P7 -2.8695 1.5258 4.4809  0.213
O7 -2.1744 0.3483 4.9826  -0.951
N20 -3.6786 1.2897 2.9906  0.457
C39 -4.0907 -0.0522 2.5941  -1.143
C40 -3.5865 2.3109 1.9439  -1.298
N21 -1.9579 2.8762 4.2570  0.738
C41 -2.4913 4.2464 4.3118  -1.522
C42 -0.5071 2.8175 4.0075  -0.982
H109 -3.7451 1.3197 7.5716  0.296
H110 -4.2803 3.0489 7.2712  0.402
H111 -2.6629 2.5980 6.9715  0.344
H112 -5.3276 0.3758 5.9799  0.368
H113 -5.9411 1.2848 4.6065  0.284
H114 -6.0275 1.9059 6.1901  0.391
H115 -3.7712 -0.3665 1.6542  0.347
H116 -3.8486 -0.7494 3.4084  0.405
H117 -5.2134 -0.1596 2.6423  0.211
H118 -2.4893 2.5148 1.7180  -0.050
H119 -3.9807 1.8918 1.0681  1.035
H120 -4.0480 3.2604 2.2442  0.451
H121 -1.9441 4.9009 4.9772  0.420
H122 -2.6412 4.6841 3.3356  0.402
H123 -3.4295 4.1684 4.8589  0.368
H124 -0.0597 3.6933 4.4538  0.338
H125 -0.4203 2.8655 2.9402  0.292
H126 -0.0653 1.8895 4.3125  0.181
C43 -6.7020 -1.3315 -2.2195  -0.930
N22 -6.9988 -0.5870 -3.3670  0.480
C44 -8.1225 0.3750 -3.1269  -1.208
P8 -6.3165 -0.7670 -4.8791  0.338
O8 -6.8973 0.3050 -5.7945  -0.905
N23 -4.6229 -0.7377 -4.8659  0.619
C45 -3.8512 -1.8127 -4.2822  1.248
C46 -3.9138 0.5036 -5.1724  -1.133
N24 -6.5616 -2.3902 -5.3320  0.429
C47 -7.9306 -3.0102 -5.2557  -1.106
C48 -5.8760 -2.7915 -6.5528  -1.085
H127 -7.5407 -1.7647 -1.6666  0.377
H128 -6.3044 -0.7690 -1.3630  0.306
H129 -6.1029 -2.1766 -2.4535  0.115
H130 -8.5408 0.6635 -4.0762  0.364
H131 -7.6630 1.2184 -2.6349  0.337
H132 -8.8965 -0.0786 -2.4988  0.320
H133 -3.5708 -1.6118 -3.2540  -0.292
H134 -4.4436 -2.7261 -4.2835  -0.573
H135 -2.8841 -1.9325 -4.7579  -0.407
H136 -3.5410 0.9584 -4.2368  0.186
H137 -3.1190 0.2920 -5.8555  0.389
H138 -4.5543 1.1929 -5.7143  0.410
H139 -8.3816 -2.6860 -4.2877  0.307
H140 -8.6380 -2.7545 -6.0611  0.215
H141 -7.7038 -4.0640 -5.2389  0.469
H142 -6.5464 -3.5468 -7.0072  0.506
H143 -4.9016 -3.2180 -6.4328  0.176
H144 -5.7904 -1.8643 -7.1601  0.306
C49 -0.8662 1.1342 -2.1871  -1.512
N25 -1.6044 0.1134 -1.3511  1.036
C50 -3.0738 0.4450 -1.2030  -0.696
P9 -0.8985 -1.1024 -0.4057  0.630
O9 -1.8796 -2.1780 -0.0226  -0.892
N26 0.4379 -1.4416 -1.4107  1.323
C51 1.7247 -1.9081 -0.8838  -0.810
C52 0.0269 -1.8733 -2.7355  -0.866
N27 -0.1016 -0.4832 0.9971  0.816
C53 0.5142 0.7869 0.6624  0.100
C54 -0.8329 -0.5837 2.2563  -1.590
H145 -1.1333 2.1640 -1.8255  -0.335
H146 -1.1958 1.0094 -3.2152  0.790
H147 0.2385 0.9813 -2.1840  0.152
H148 -3.4246 0.4561 -2.2076  -0.002
H149 -3.1614 1.4825 -0.8025  -0.125
H150 -3.6144 -0.2763 -0.6648  0.298
H151 1.9493 -1.4749 0.0816  0.014
H152 1.7591 -2.9998 -0.7695  -0.071
H153 2.4784 -1.6773 -1.6399  0.401
H154 0.8911 -1.8202 -3.4052  0.410
H155 -0.2818 -2.9141 -2.7365  0.076
H156 -0.8165 -1.2517 -3.0671  -0.287
H157 1.2216 0.6681 -0.1353  -0.219
H158 -0.2218 1.5654 0.4592  -0.480
H159 1.0673 1.1107 1.5273  0.282
H160 -0.1895 -0.4178 3.1151  0.101
H161 -1.1807 -1.6037 2.2467  0.729
H162 -1.6343 0.1248 2.3056  0.228
C55 -0.8688 -3.5558 -6.6134  0.257
C56 -1.4619 -3.7155 -7.9560  0.273
N28 -1.9811 -3.8382 -8.9706  -0.490
H163 -1.2665 -2.6502 -6.1019  -0.133
H164 0.2429 -3.6138 -6.6665  0.446
H165 -1.1451 -4.3497 -5.9245  -0.320

Results
Net charge   0
SMILES string   CN(C)P(=O)(N(C)C)N(C)C.CN(C)P(=O)(N(C)C)N(C)C.CN(C)P(=O)(N(C)C)N(C)C.CN(C)P(=O)(N(C)C)N(C)C.CN(C)P(=O)(N(C)C)N(C)C.CN(C)P(=O)(N(C)C)N(C)C.CN(C)P(=O)(N(C)C)N(C)C.CN(C)P(=O)(N(C)C)N(C)C.CN(C)P(=O)(N(C)C)N(C)C.CC#N
Largest force on an atom   3.86 eV/Å
Kohn-Sham gap   8.62 eV


# 2
The following is a quantum chemistry calculation of 2 unconnected molecules or ions with the total composition C3H11NO at a distorted geometry, from OMol25.

Last column: Mulliken charge in e.
CARTESIAN COORDINATES (ANGSTROEM)
C1 1.9960 -1.5583 -0.3795  -1.106
C2 0.5757 -1.0449 -0.4327  -1.376
N1 0.1517 -0.4636 0.8870  -0.070
C3 0.8339 0.7180 1.2951  -1.625
H1 2.1864 -2.1790 -1.2709  0.367
H2 2.7754 -0.8033 -0.3358  0.257
H3 2.1438 -2.2615 0.4470  0.398
H4 0.6116 -0.1975 -1.1310  0.466
H5 -0.1994 -1.7095 -0.7942  0.739
H6 0.2693 -1.3004 1.4363  0.233
H7 0.1406 1.5796 1.3163  0.558
H8 1.5938 1.0347 0.5740  0.370
H9 1.1724 0.8537 2.3288  0.364
H10 -5.0468 2.8139 -1.9148  0.792
H11 -4.1333 2.2929 -0.8734  0.604
O1 -5.0713 2.2252 -1.1523  -1.971

Results
2S+1   2
Net charge   -1
Largest force on an atom   2.91 eV/Å
Kohn-Sham gap (alpha / beta)   2.19 / 9.03 eV


# 3
The following is a quantum chemistry calculation of a molecular structure, C17H15GeNS4SeY, from OMol25.

Last column: Mulliken charge in e.
CARTESIAN COORDINATES (ANGSTROEM)
Y1 -0.2676 -0.2213 -0.7307  0.554
S1 -0.8296 1.3661 1.8513  -0.029
S2 -0.2849 0.7393 3.5647  0.158
S3 0.4780 -1.1636 3.4298  0.148
S4 0.6655 -1.7118 1.6081  -0.017
Se1 0.1154 -2.7404 -1.3931  -0.069
C1 0.6138 -3.2296 -3.1669  0.555
C2 1.5472 -2.5313 -3.9195  -0.204
C3 1.8416 -2.9968 -5.1918  -0.388
N1 1.2837 -4.0747 -5.7394  -0.524
C4 0.4010 -4.7365 -4.9938  -0.363
C5 0.0280 -4.3618 -3.7105  -0.427
H1 2.0419 -1.6509 -3.5324  0.299
H2 2.5673 -2.4714 -5.8032  0.351
H3 -0.0412 -5.6173 -5.4460  0.358
H4 -0.7012 -4.9385 -3.1587  0.402
Ge1 -2.8427 -1.1129 0.0434  0.372
C6 -3.7799 0.4622 0.7237  0.302
C7 -3.6165 1.6976 0.0896  0.206
C8 -4.3022 2.8306 0.5030  -0.768
C9 -5.1668 2.7468 1.5857  -0.431
C10 -5.3376 1.5347 2.2399  -0.573
C11 -4.6538 0.4040 1.8102  -0.438
C12 -3.4957 -1.5711 -1.7249  0.914
C13 -3.2071 -0.6982 -2.7755  -0.086
C14 -3.6066 -0.9624 -4.0785  -0.825
C15 -4.3043 -2.1302 -4.3484  -0.476
C16 -4.5950 -3.0164 -3.3195  -0.560
C17 -4.1977 -2.7392 -2.0180  -0.476
H5 -3.0500 -2.2554 1.0402  -0.064
H6 -2.9391 1.7909 -0.7616  0.008
H7 -4.1681 3.7720 -0.0143  0.406
H8 -5.7063 3.6241 1.9174  0.405
H9 -6.0102 1.4694 3.0856  0.404
H10 -4.8045 -0.5344 2.3318  0.362
H11 -2.6674 0.2358 -2.5840  -0.098
H12 -3.3838 -0.2643 -4.8750  0.412
H13 -4.6229 -2.3485 -5.3590  0.420
H14 -5.1346 -3.9299 -3.5340  0.419
H15 -4.4283 -3.4463 -1.2303  0.361

Results
Net charge   +1
Largest force on an atom   0.86 eV/Å
Kohn-Sham gap (alpha / beta)   4.58 / 4.51 eV